ORCA calculation (ωB97M-V/def2-TZVPD) on a molecular structure, C6H14O6V.

Positions of all 27 atoms, in Å:
V -0.44835 0.27579 0.13385
O 1.79966 0.48968 0.01333
O 0.48663 -1.50113 -1.21057
O -0.46016 2.07512 1.38620
O -0.38985 1.60710 -1.59673
O -0.39332 -0.95305 1.86473
O -2.37390 -0.63900 -0.26558
C -0.32641 3.16478 0.44736
C -0.66263 2.91657 -1.08367
C 2.40516 -0.75129 -0.04689
C 1.92289 -1.64317 -1.18009
C -2.31300 -1.88565 0.45700
C -1.55625 -1.83020 1.91102
H 2.37927 -2.59859 -0.92124
H 2.47063 -1.33148 -2.06943
H 3.46423 -0.51429 0.05459
H -0.94281 3.96272 0.86144
H 0.63016 3.63967 0.66545
H 2.32246 1.10216 -0.50931
H 2.28679 -1.28452 0.89638
H -1.88276 -2.64098 -0.20062
H -2.27728 -1.43773 2.62809
H 0.18652 -1.76608 -2.08311
H -3.26554 -2.41548 0.46435
H -1.33621 -2.82199 2.30603
H -1.70111 3.19743 -1.25911
H -0.02473 3.58369 -1.66344

Calculated values
- Total charge: -1
- Multiplicity: 3
- Largest force on an atom: 0.073 hartree/bohr
- Expectation value of S²: 2.02
- E_tot: -1632.41398 Eh
- E_LUMO (spin up / spin down): 2.77 / 2.76 eV
- Frontier orbital gap (spin up / spin down): 6.8 / 6.9 eV